# 1
89
Properties=species:S:1:pos:R:3 method="wB97M-V/def2-TZVPD" homo_energy_ha="-0.066 / -0.064" relative_energy_ev=0.1704 s2=0.758 lumo_ev="3.3054 / 3.3054" e_tot_ev=-252744.675 spin_multiplicity=2 orbital_gap_ev="5.09 / 5.05" charge=-2
Rb 2.981 3.264 2.124
C -0.092 5.149 -1.555
C -0.404 3.717 -1.827
C -0.679 3.159 -3.042
C -0.866 1.761 -3.204
N -0.804 0.931 -2.195
N -0.578 1.477 -1.015
B -0.126 0.930 0.394
N 1.056 -0.057 0.319
N 0.864 -1.187 1.042
C 1.745 -2.130 1.017
C 2.914 -2.031 0.211
C 3.135 -0.917 -0.509
C 4.387 -0.729 -1.302
C 2.164 0.158 -0.462
S 2.425 1.561 -1.326
C 1.457 -3.371 1.847
C 2.747 -3.889 2.492
C 0.449 -3.053 2.948
C 0.874 -4.440 0.911
N -1.280 0.319 1.221
N -2.145 -0.338 0.435
C -3.051 -1.092 0.967
C -3.127 -1.254 2.379
C -2.268 -0.595 3.186
C -2.296 -0.730 4.671
C -1.274 0.269 2.589
S -0.255 1.214 3.498
C -3.992 -1.829 0.031
C -5.442 -1.462 0.366
C -3.787 -3.338 0.220
C -3.704 -1.466 -1.425
C -0.333 2.778 -0.780
S 0.154 2.811 0.867
C -1.091 1.172 -4.592
C -1.245 -0.346 -4.517
C -2.361 1.775 -5.206
C 0.122 1.509 -5.470
H -0.198 5.758 -2.452
H 0.936 5.233 -1.180
H -0.743 5.541 -0.771
H -0.721 3.796 -3.918
H 3.647 -2.826 0.212
H 4.993 -1.635 -1.273
H 4.959 0.101 -0.885
H 4.160 -0.456 -2.333
H 3.204 -3.119 3.117
H 3.481 -4.205 1.750
H 2.515 -4.756 3.115
H 0.825 -2.249 3.585
H 0.286 -3.945 3.558
H -0.505 -2.736 2.528
H 1.568 -4.674 0.099
H -0.060 -4.087 0.468
H 0.673 -5.361 1.464
H -3.872 -1.913 2.811
H -3.081 -1.420 4.981
H -2.451 0.246 5.133
H -1.327 -1.080 5.032
H -5.697 -1.716 1.397
H -6.127 -2.001 -0.292
H -5.609 -0.391 0.231
H -3.997 -3.648 1.245
H -2.757 -3.615 -0.012
H -4.452 -3.895 -0.445
H -3.834 -0.397 -1.598
H -4.391 -2.015 -2.076
H -2.679 -1.712 -1.699
H -2.097 -0.626 -3.895
H -0.358 -0.810 -4.088
H -1.399 -0.740 -5.525
H -3.235 1.537 -4.596
H -2.521 1.366 -6.207
H -2.295 2.860 -5.296
H 1.036 1.105 -5.032
H 0.255 2.585 -5.586
H -0.010 1.077 -6.466
S 4.997 6.724 2.000
As 3.172 6.540 0.797
S 3.318 5.041 -0.712
S 1.428 6.266 2.001
S 3.565 8.569 0.164
F 2.989 0.399 2.357
As 4.169 0.276 3.633
F 5.169 1.401 2.750
F 3.385 1.617 4.421
F 5.338 0.190 4.902
F 3.140 -0.846 4.471
F 4.931 -1.052 2.805

=====

# 2
11
Properties=species:S:1:pos:R:3 method="wB97M-V/def2-TZVPD" homo_energy_ha="-0.324 / -0.315" relative_energy_ev=3.8385 lumo_ev="-1.4436 / -2.3364" e_tot_ev=-21444.199 orbital_gap_ev="7.37 / 6.24" charge=0
C -0.091 -1.615 -0.251
C -1.369 -1.506 -0.550
C -0.575 2.330 0.813
C -1.189 1.515 0.207
C 1.158 -1.733 -0.241
I 4.444 1.158 -0.022
I 3.017 -1.448 0.430
H -2.101 -1.336 0.179
H -1.676 -1.246 -1.550
H -0.325 3.048 1.579
H -1.294 0.834 -0.593

=====

# 3
23
Properties=species:S:1:pos:R:3 method="wB97M-V/def2-TZVPD" homo_energy_ha=-0.332 relative_energy_ev=0.3082 lumo_ev=1.0371 e_tot_ev=-9559.873 smiles=Cc1ccccc1.CC orbital_gap_ev=10.07 charge=0
C 0.018 -1.476 0.078
C -0.122 -0.768 -1.223
C 0.040 0.608 -1.289
C -0.095 1.262 -2.504
C -0.422 0.556 -3.655
C -0.579 -0.816 -3.596
C -0.425 -1.476 -2.384
H -0.599 -1.082 0.889
H 1.048 -1.478 0.428
H -0.248 -2.536 0.104
H 0.272 1.170 -0.398
H 0.085 2.320 -2.577
H -0.566 1.019 -4.617
H -0.807 -1.446 -4.446
H -0.426 -2.554 -2.306
C 0.364 1.489 3.059
C 0.337 0.151 3.815
H -0.570 1.768 2.588
H 0.563 2.295 3.770
H 1.184 1.586 2.347
H 1.301 -0.367 3.783
H -0.356 -0.527 3.304
H 0.002 0.302 4.829

=====

# 4
17
Properties=species:S:1:pos:R:3 method="wB97M-V/def2-TZVPD" homo_energy_ha="-0.320 / -0.312" relative_energy_ev=4.9390 lumo_ev="-0.1225 / -0.1117" e_tot_ev=-10911.637 orbital_gap_ev="8.58 / 8.39" charge=0
C 0.301 0.751 -0.063
C 1.775 -1.877 -0.390
C 0.075 2.083 0.565
C -2.079 -0.144 0.254
N 1.372 -0.770 0.428
C -0.823 -0.099 -0.582
O 1.539 0.435 -0.365
O -0.723 -0.662 -1.657
H 1.090 -2.055 -1.234
H 2.775 -1.710 -0.808
H 1.786 -2.760 0.252
H 0.995 2.666 0.534
H -0.203 1.962 1.617
H -0.717 2.636 0.060
H -2.804 -0.799 -0.223
H -1.851 -0.511 1.256
H -2.507 0.855 0.357

=====

# 5
76
Properties=species:S:1:pos:R:3 method="wB97M-V/def2-TZVPD" homo_energy_ha=-0.159 lumo_ev=-0.2437 e_tot_ev=-50989.614 orbital_gap_ev=4.09 charge=-1
N 1.018 1.706 5.448
C 2.303 2.065 6.120
C 2.613 1.204 7.413
C 3.270 2.107 8.586
Nb 5.262 2.955 7.799
H 1.118 0.836 4.912
H 0.890 2.432 4.731
H 3.133 1.836 5.382
H 2.275 3.166 6.347
H 1.720 0.621 7.775
H 3.415 0.446 7.158
H 3.428 1.378 9.443
H 2.568 2.914 8.937
H 5.151 4.393 8.952
H 6.130 2.028 9.112
H 5.394 1.536 6.624
H 4.428 3.950 6.486
H 6.843 3.648 7.174
O 0.692 2.925 1.957
P 0.545 2.489 0.490
N 1.913 3.352 -0.039
C 2.075 4.439 -0.969
C 3.185 2.685 0.201
N -0.997 3.273 0.287
C -1.132 4.675 -0.079
C -1.926 3.010 1.395
N 0.344 1.757 -1.127
C -0.221 2.379 -2.301
C -0.192 0.393 -1.009
H 2.362 4.081 -1.970
H 2.860 5.122 -0.628
H 1.193 5.063 -1.070
H 3.406 1.968 -0.600
H 3.167 2.144 1.152
H 4.010 3.397 0.268
H -0.538 5.335 0.566
H -2.176 4.995 -0.021
H -0.860 4.846 -1.120
H -1.740 3.674 2.248
H -1.836 1.980 1.748
H -2.962 3.150 1.072
H -1.312 2.481 -2.239
H 0.002 1.763 -3.179
H 0.205 3.355 -2.518
H -1.266 0.403 -0.774
H 0.324 -0.149 -0.209
H -0.038 -0.180 -1.928
O -1.027 -2.703 -3.018
P -1.910 -3.929 -3.302
N -0.798 -4.647 -4.372
C -0.874 -4.978 -5.773
C 0.285 -5.375 -3.729
N -3.188 -2.991 -4.020
C -3.200 -2.613 -5.426
C -3.538 -1.798 -3.235
N -2.967 -5.367 -3.390
C -3.875 -5.716 -4.458
C -3.643 -5.586 -2.102
H -1.153 -6.030 -5.930
H 0.096 -4.820 -6.257
H -1.564 -4.355 -6.332
H -0.029 -6.395 -3.473
H 0.601 -4.871 -2.811
H 1.170 -5.435 -4.367
H -2.262 -2.138 -5.740
H -4.018 -1.917 -5.635
H -3.408 -3.466 -6.070
H -2.857 -0.963 -3.439
H -3.498 -2.007 -2.163
H -4.557 -1.472 -3.460
H -4.772 -5.084 -4.470
H -4.204 -6.752 -4.329
H -3.414 -5.681 -5.442
H -4.465 -4.872 -1.954
H -2.935 -5.462 -1.276
H -4.041 -6.602 -2.028